# 1
Molecular formula: C39H79BrN5O6S
Method: DFT, ωB97M-V with the def2-TZVPD basis set

Structure (XYZ):
```
131
Properties=species:S:1:pos:R:3
Br -0.24 2.46 5.54
S -2.84 1.04 4.62
O -0.09 -5.25 5.13
O -2.78 -4.18 -9.02
O -1.07 -2.63 -4.13
O -5.82 10.05 4.09
O 7.61 -1.97 -3.87
O -2.32 7.31 2.71
N 7.81 -3.87 -5.04
N 0.33 -0.79 3.54
N -5.96 10.52 6.28
N -2.96 -2.53 -5.34
N -2.41 -6.06 -10.18
C 7.94 -5.30 -5.24
C -1.59 3.58 2.60
C -0.58 0.42 3.37
C -2.09 -4.80 -9.82
C -1.58 -1.22 0.14
C -0.81 -2.63 -6.51
C 3.32 -0.40 -1.10
C -0.60 -4.03 4.68
C 0.01 -4.94 3.70
C 0.31 -0.23 6.84
C 1.79 -0.56 3.95
C -0.11 -0.88 -0.12
C -3.74 -2.48 -6.56
C -0.70 -0.40 5.71
C -5.79 10.28 7.70
C 7.75 -3.99 -2.59
C -0.21 1.40 2.23
C -1.04 0.84 4.80
C 2.38 0.85 3.83
C -1.58 5.06 2.15
C -5.61 9.71 5.24
C 4.43 -1.10 -3.30
C 7.72 -3.19 -3.87
C 0.16 -2.81 5.18
C 2.01 -0.51 -3.21
C -0.86 -4.18 -10.44
C -1.71 -6.93 -11.11
C 0.63 -0.43 -2.60
C -2.16 6.00 3.20
C 3.17 -0.67 -2.58
C -0.22 2.92 2.39
C -1.61 -2.60 -5.23
C 0.30 -1.76 2.36
C 0.86 -1.31 1.01
C 0.32 -1.46 -1.50
C -3.55 7.58 2.07
C 3.23 1.10 2.57
C -0.42 -1.50 4.66
C -4.96 8.38 5.57
H -0.72 -2.14 2.29
H 2.04 -0.44 -4.30
H -0.55 5.39 1.95
H 6.92 -4.70 -2.55
H 7.67 -3.29 -1.76
H -6.75 10.28 8.21
H -3.41 7.78 1.01
H -4.25 6.74 2.17
H 8.87 -5.54 -5.77
H -0.50 -2.06 -1.88
H -0.84 -6.43 -11.52
H 7.78 -3.28 -5.86
H -1.62 -0.73 6.19
H 3.93 0.50 -0.97
H -1.46 6.07 4.04
H -1.88 3.54 3.65
H 0.03 -4.75 -10.20
H -1.69 -3.90 4.63
H -6.38 11.38 5.99
H 4.14 1.64 2.84
H 1.04 -4.78 3.38
H 0.46 -1.20 7.33
H -0.58 -5.69 3.19
H -0.88 1.17 1.40
H 8.68 -4.55 -2.50
H -2.31 3.03 2.00
H -3.04 1.61 5.82
H -4.77 7.89 4.62
H -4.02 8.45 2.53
H -0.76 -3.17 -10.05
H -4.34 -1.57 -6.60
H 0.50 3.27 3.13
H -1.38 -7.84 -10.61
H -3.12 5.60 3.57
H -3.44 -2.51 -4.46
H -2.18 -0.96 -0.72
H -3.24 -6.42 -9.73
H -0.98 -1.73 -7.10
H 0.24 -2.69 -6.24
H 3.52 0.18 2.06
H -4.02 8.52 6.10
H -5.32 9.31 7.86
H 0.90 -2.59 2.71
H -5.15 11.04 8.15
H 1.89 -0.93 4.96
H 4.28 -2.07 -3.76
H -2.12 5.19 1.21
H 0.05 -2.84 6.27
H -1.41 -1.73 4.26
H 1.29 0.13 6.54
H 1.45 -2.14 0.64
H 3.02 0.98 4.70
H 7.11 -5.70 -5.82
H -5.62 7.75 6.17
H 1.62 1.62 3.92
H -1.71 -2.30 0.31
H 2.38 -1.23 3.33
H -0.07 -0.60 -3.42
H 1.18 -2.13 -1.38
H 5.28 -1.17 -2.62
H 7.96 -5.81 -4.28
H 0.79 1.13 1.88
H 2.72 1.74 1.85
H 0.44 0.60 -2.24
H 1.20 -2.96 4.91
H 4.73 -0.40 -4.09
H 2.35 -0.22 -0.63
H -4.42 -3.34 -6.62
H -0.95 -4.12 -11.53
H -2.36 -7.21 -11.94
H -0.09 0.43 7.60
H -0.05 0.21 -0.24
H 1.59 -0.52 1.19
H -2.00 -0.71 1.01
H -1.47 -0.08 3.00
H -3.10 -2.52 -7.43
H -1.08 -3.49 -7.12
H 3.82 -1.22 -0.56
H 0.15 3.29 1.43
```

Calculated values
maximum force: 1.6 eV/A
electronic energy: -142330.017 eV
LUMO: -1.912 eV
net charge: +1
gap between HOMO and LUMO: 8.170 eV

# 2
Molecular formula: C2H9NS
Method: DFT, ωB97M-V with the def2-TZVPD basis set

Structure (XYZ):
```
13
Properties=species:S:1:pos:R:3
S -0.09 -1.81 -2.25
N -0.69 0.97 0.30
C -0.33 1.97 1.29
C 0.89 -2.18 -0.78
H 0.90 -1.34 -0.09
H 0.02 -0.48 -2.15
H 0.49 1.65 1.92
H 0.49 -3.05 -0.27
H -1.05 0.14 0.73
H -1.25 1.35 -0.45
H 1.92 -2.38 -1.01
H -0.14 2.93 0.81
H -1.15 2.23 1.95
```

Calculated values
maximum force: 1.0 eV/A
electronic energy: -14544.768 eV
energy above the lowest of the compared OMol25 structures with the same formula, charge and spin: 12.1 kcal/mol
SMILES: CN.CS
LUMO: 0.960 eV
net charge: 0
gap between HOMO and LUMO: 9.832 eV

# 3
Molecular formula: C5H11NO
Method: DFT, ωB97M-V with the def2-TZVPD basis set

Structure (XYZ):
```
18
Properties=species:S:1:pos:R:3
O 1.53 0.86 -0.70
N -1.31 -0.65 -0.03
C 0.56 0.00 -0.54
C 2.59 0.90 0.06
C -0.79 0.09 -1.20
C -0.07 -0.45 0.75
C -2.54 -0.16 0.56
H 0.30 -1.34 1.25
H 3.32 1.64 -0.24
H -3.36 -0.29 -0.15
H -0.13 0.38 1.48
H 2.51 0.54 1.08
H 2.73 -1.07 -0.47
H -2.49 0.92 0.83
H -0.94 -0.41 -2.16
H -1.17 1.13 -1.27
H 2.03 -1.35 -0.72
H -2.77 -0.73 1.46
```

Calculated values
maximum force: 0.3 eV/A
electronic energy: -8895.409 eV
energy above the lowest of the compared OMol25 structures with the same formula, charge and spin: 145.0 kcal/mol
LUMO (alpha / beta): 0.870 / 0.858 eV
net charge: 0
gap between HOMO and LUMO (alpha / beta): 8.389 / 8.297 eV

# 4
Molecular formula: C3H5AlO4
Method: DFT, ωB97M-V with the def2-TZVPD basis set

Structure (XYZ):
```
13
Properties=species:S:1:pos:R:3
Al 4.18 0.21 0.10
O 1.19 0.74 -0.72
O 2.83 -0.61 0.01
O 0.72 -1.13 0.34
O -2.53 0.57 0.52
C -0.91 0.60 0.03
C -0.63 -0.89 -0.05
C 1.63 -0.34 -0.26
H -1.27 -1.45 0.65
H -0.53 1.04 0.97
H -2.85 1.47 0.47
H -0.77 -1.25 -1.08
H -1.07 1.05 -0.96
```

Calculated values
maximum force: 6.9 eV/A
electronic energy: -17977.961 eV
LUMO: -0.033 eV
net charge: 0
gap between HOMO and LUMO: 9.117 eV

# 5
Molecular formula: C3H4N2O3
Method: DFT, ωB97M-V with the def2-TZVPD basis set

Structure (XYZ):
```
12
Properties=species:S:1:pos:R:3
O 1.27 -0.87 -1.36
O -1.77 0.03 0.00
O 1.32 0.11 0.91
N -0.88 1.70 1.61
N 0.41 0.59 0.03
C 0.13 -0.47 -0.83
C -1.16 -0.87 -0.78
C -0.82 0.80 0.61
H 0.05 1.91 1.90
H -1.73 -1.77 -1.10
H 1.20 -1.77 -1.67
H 1.98 0.61 0.68
```

Calculated values
maximum force: 7.5 eV/A
electronic energy: -12293.918 eV
energy above the lowest of the compared OMol25 structures with the same formula, charge and spin: 117.1 kcal/mol
SMILES: [H]/N=c1/occ(O)n1O
LUMO: 0.377 eV
net charge: 0
gap between HOMO and LUMO: 8.740 eV

# 6
Molecular formula: C4H4AlO
Method: DFT, ωB97M-V with the def2-TZVPD basis set

Structure (XYZ):
```
10
Properties=species:S:1:pos:R:3
Al -2.05 -2.08 -0.52
O -0.63 -1.82 -0.29
C 1.52 2.34 0.71
C 0.55 0.21 -0.51
C 0.98 1.39 0.17
C 0.17 -0.90 0.17
H 0.48 -0.99 1.22
H 0.33 0.28 -1.58
H 2.10 3.04 1.28
H -3.46 -1.45 -0.65
```

Calculated values
maximum force: 9.7 eV/A
electronic energy: -12845.614 eV
energy above the lowest of the compared OMol25 structures with the same formula, charge and spin: 9.1 kcal/mol
LUMO: -6.917 eV
net charge: +1
gap between HOMO and LUMO: 5.530 eV

# 7
Molecular formula: C28H41ClF24N2O6Si
Method: DFT, ωB97M-V with the def2-TZVPD basis set

Structure (XYZ):
```
103
Properties=species:S:1:pos:R:3
Cl -1.07 3.95 0.45
Si -0.64 1.97 1.25
F 2.07 0.41 -3.27
F -4.05 -3.78 7.05
F 3.71 -3.38 -10.52
F 2.90 -1.50 -7.24
F -2.48 -6.81 5.99
F 2.82 -4.00 -6.09
F 5.91 -0.38 0.67
F 4.04 -3.93 -7.89
F 3.04 -2.10 -2.62
F 2.05 -2.26 -9.08
F 6.18 -0.08 -2.10
F 2.53 -3.69 -12.32
F 3.07 -1.68 -4.75
F 4.12 -1.10 -0.35
F 7.50 -1.61 -1.32
F -4.60 -2.96 4.37
F 3.92 0.58 -2.15
F 0.95 -4.10 -10.06
F -4.01 -5.45 5.23
F -5.67 -2.35 6.84
F -4.25 -0.90 4.98
F 1.32 -5.95 -11.13
F -1.78 -4.17 6.56
F -0.47 -5.04 5.07
O 2.53 6.39 4.01
O -6.48 4.69 2.98
O -1.89 0.80 0.80
O 2.42 -5.61 -9.23
O 5.71 -2.27 -2.45
O -1.99 -3.57 4.38
N -2.42 3.28 4.46
N -5.03 1.25 2.71
C -2.01 2.07 3.93
C -4.32 -2.50 6.69
C -4.37 0.44 1.58
C -2.71 -5.82 5.08
C 1.97 4.51 2.43
C -1.75 -4.64 5.30
C -2.40 -2.34 4.98
C 1.93 -4.97 -10.40
C 3.04 -4.32 -11.23
C 5.44 -1.34 -0.18
C 2.37 2.19 1.16
C -0.53 1.94 3.18
C -6.05 2.23 2.17
C 6.19 -1.30 -1.52
C 1.07 1.43 0.52
C 5.13 -1.74 -3.64
C -3.23 1.40 0.82
C 2.35 3.83 0.98
C 2.75 -3.86 -7.45
C 2.14 -2.50 -7.75
C 1.19 6.26 4.66
C 1.96 -5.06 -7.99
C 3.65 -1.34 -3.56
C -5.53 3.82 2.27
C -3.90 -2.20 5.26
C 2.45 6.10 2.57
C -5.24 4.41 0.74
C 3.41 0.15 -3.32
H -3.27 2.43 1.42
H 3.76 -5.07 -11.57
H -2.59 -6.24 4.08
H -3.83 -1.83 7.40
H 3.82 0.76 -4.13
H -6.19 5.66 2.81
H -6.16 4.16 0.06
H 2.51 3.92 3.31
H -3.84 -0.52 2.00
H -5.46 0.59 3.41
H 0.80 4.52 2.51
H 1.14 -2.41 -7.32
H -4.47 3.83 2.81
H 3.44 6.32 1.97
H 2.60 1.86 2.28
H 5.55 -2.31 0.30
H -5.21 0.09 0.84
H -0.10 0.90 3.56
H 1.10 1.49 -0.67
H 0.14 2.78 3.65
H -4.21 4.06 0.30
H 0.88 -4.89 -7.99
H 0.30 6.33 3.87
H 2.11 -5.88 -7.26
H 5.76 -0.95 -4.09
H 3.31 1.82 0.54
H -1.78 -2.08 5.85
H 1.05 5.21 5.19
H -3.61 1.64 -0.28
H -2.69 1.11 3.96
H -6.29 2.04 1.01
H 1.19 0.27 0.78
H -2.15 -1.58 4.23
H -5.18 5.60 0.83
H 1.73 4.22 0.07
H 5.19 -2.57 -4.36
H 1.06 7.08 5.50
H 3.48 4.14 0.76
H -7.04 2.18 2.82
H 1.57 6.77 2.13
H -3.37 3.12 4.88
```

Calculated values
maximum force: 5.9 eV/A
electronic energy: -130580.212 eV
SMILES: [H]/N=C/C[Si@@](Cl)(CCCCCOC)OCCNC[C@@H](C)O.FC(F)C(F)(F)COC(F)(F)C(F)F.FC(F)C(F)(F)COC(F)(F)C(F)F.FC(F)C(F)(F)COC(F)(F)C(F)F
LUMO: 0.355 eV
net charge: 0
gap between HOMO and LUMO: 9.488 eV

# 8
Molecular formula: C6H9N
Method: DFT, ωB97M-V with the def2-TZVPD basis set

Structure (XYZ):
```
16
Properties=species:S:1:pos:R:3
N 0.98 2.21 0.42
C 0.53 1.04 0.36
C 0.53 -0.24 1.33
C -0.94 -0.30 0.89
C -0.20 0.03 -0.45
C 0.92 -0.95 0.04
C -0.79 0.11 -1.81
H 1.94 -0.76 -0.32
H -1.56 0.89 -1.85
H 0.88 -0.55 2.33
H 1.33 1.98 1.35
H 0.64 -2.01 -0.04
H -1.41 -1.28 0.90
H -1.59 0.48 1.30
H -1.26 -0.85 -2.04
H -0.02 0.32 -2.56
```

Calculated values
maximum force: 2.4 eV/A
electronic energy: -7854.931 eV
energy above the lowest of the compared OMol25 structures with the same formula, charge and spin: 74.4 kcal/mol
LUMO: 0.961 eV
net charge: 0
gap between HOMO and LUMO: 10.739 eV

# 9
Molecular formula: FHN2O3
Method: DFT, ωB97M-V with the def2-TZVPD basis set

Structure (XYZ):
```
7
Properties=species:S:1:pos:R:3
F -0.08 1.67 0.80
O 1.33 -0.46 -0.06
O -0.90 -1.03 0.93
O -1.86 -0.06 -0.78
N -0.90 -0.37 -0.07
N 0.31 0.28 -0.47
H 2.10 -0.03 -0.35
```

Calculated values
maximum force: 3.6 eV/A
electronic energy: -11847.866 eV
energy above the lowest of the compared OMol25 structures with the same formula, charge and spin: 66.4 kcal/mol
LUMO (alpha / beta): -2.791 / -2.814 eV
net charge: 0
gap between HOMO and LUMO (alpha / beta): 9.166 / 9.406 eV

# 10
Molecular formula: C20H24NO4PY
Method: DFT, ωB97M-V with the def2-TZVPD basis set

Structure (XYZ):
```
51
Properties=species:S:1:pos:R:3
Y 0.16 -1.79 0.76
P -0.91 1.34 0.41
O 1.97 -0.84 -0.38
O 1.91 -2.45 2.11
O -2.05 -1.57 1.31
O -0.54 -0.75 2.66
N 2.80 -4.21 3.17
C -2.13 0.77 1.72
C 1.77 -4.56 0.98
C 3.99 0.07 -1.18
C -1.82 -0.96 -3.51
C -0.39 0.37 -2.11
C -2.57 3.22 -0.94
C -1.35 0.35 -1.08
C -1.06 4.07 0.74
C 2.17 -3.68 2.13
C -3.04 4.51 -1.15
C 2.94 -0.12 -0.15
C 0.42 -4.10 0.38
C -2.77 -0.99 -2.50
C 3.08 0.59 1.16
C -1.62 -0.61 2.01
C -2.54 5.57 -0.41
C -0.63 -0.27 -3.32
C -1.57 2.99 0.01
C -1.55 5.35 0.53
C -2.55 -0.34 -1.30
H 2.52 0.09 1.95
H 0.53 0.91 -1.96
H 3.07 -3.62 3.94
H -2.00 -1.47 -4.45
H -1.15 6.18 1.11
H 1.79 -5.61 1.29
H -2.97 2.40 -1.52
H -0.39 -4.62 0.90
H 0.36 -4.42 -0.66
H 4.88 -0.48 -0.87
H -1.98 1.44 2.57
H 0.11 -0.23 -4.10
H -3.30 -0.39 -0.53
H 2.66 1.59 1.04
H -3.16 0.79 1.39
H -2.91 6.57 -0.58
H 3.66 -0.30 -2.15
H -3.70 -1.53 -2.66
H 2.57 -4.44 0.24
H 4.28 1.12 -1.25
H -0.28 3.90 1.47
H 4.13 0.70 1.44
H -3.81 4.68 -1.89
H 2.99 -5.20 3.21
```

Calculated values
maximum force: 0.8 eV/A
electronic energy: -41139.830 eV
energy above the lowest of the compared OMol25 structures with the same formula, charge and spin: 3.4 kcal/mol
LUMO: -2.630 eV
net charge: +1
gap between HOMO and LUMO: 8.609 eV

# 11
Molecular formula: C2H4OS
Method: DFT, ωB97M-V with the def2-TZVPD basis set

Structure (XYZ):
```
8
Properties=species:S:1:pos:R:3
S -1.42 -0.25 -0.11
O 1.70 -0.85 0.07
C 1.47 0.30 -0.08
C 0.04 0.89 0.12
H 0.01 1.55 1.00
H 2.29 1.01 -0.38
H -1.97 -0.50 1.03
H -0.18 1.60 -0.65
```

Calculated values
maximum force: 2.0 eV/A
electronic energy: -15020.475 eV
energy above the lowest of the compared OMol25 structures with the same formula, charge and spin: 22.8 kcal/mol
SMILES: O=CCS
LUMO: 0.835 eV
net charge: 0
gap between HOMO and LUMO: 10.214 eV

# 12
Molecular formula: C43H47AsN4O7PS3Si2Zr
Method: DFT, ωB97M-V with the def2-TZVPD basis set

Structure (XYZ):
```
109
Properties=species:S:1:pos:R:3
Zr -0.10 -1.85 -0.29
As 1.02 -3.82 -1.52
S -1.37 -0.43 1.91
S -7.02 0.19 2.73
S -4.40 -0.55 1.50
P 0.99 1.06 0.48
Si 3.09 -4.34 -0.50
Si 1.82 -2.65 -3.41
O -4.13 3.17 -3.46
O 1.87 -1.38 0.34
O -1.44 -0.30 -1.09
O -3.10 4.64 -4.68
O 0.66 -2.58 1.70
O 0.54 -0.69 -1.90
O -1.45 -2.58 -2.20
N -4.55 1.02 3.48
N -3.12 3.61 -4.00
N -3.57 -3.11 -2.73
N -3.22 0.85 3.30
C 0.43 2.65 -4.35
C -2.59 -2.89 -1.83
C -1.86 1.78 -3.02
C -1.57 3.82 2.14
C 2.71 3.19 -0.46
C -1.90 2.90 -3.84
C 1.68 0.72 2.16
C 2.46 0.05 4.75
C 0.49 1.53 -3.54
C 2.03 1.71 3.07
C -4.35 2.78 6.68
C 4.77 -3.52 -0.99
C 4.75 1.43 -1.09
C -1.90 4.60 1.04
C -4.03 1.98 5.60
C 3.88 3.66 -1.03
C -5.56 3.45 6.73
C 3.08 -1.18 -3.36
C 1.77 -0.62 2.56
C 4.90 2.78 -1.35
C 2.44 1.37 4.35
C -0.67 2.79 2.01
C -6.44 3.34 5.66
C 3.08 -4.35 1.42
C -6.13 2.55 4.57
C 2.54 1.83 -0.20
C 3.24 -6.22 -0.95
C -1.34 4.32 -0.20
C -1.66 -3.40 0.40
C 3.58 0.96 -0.51
C 2.13 -0.96 3.86
C -0.42 3.29 -0.32
C -0.05 2.53 0.79
C 2.80 -3.94 -4.47
C -4.93 1.85 4.54
C -2.93 -3.07 -0.38
C -0.75 3.35 -4.50
C -0.66 1.10 -2.87
C -5.38 0.32 2.66
C 0.42 -2.14 -4.63
C -0.53 -0.03 -1.92
C -2.91 0.06 2.33
C 1.44 -1.62 1.52
H 2.91 -0.56 -2.48
H -3.64 2.87 7.50
H 0.01 3.07 -1.29
H 0.80 -1.98 -5.64
H -3.09 1.46 5.55
H 2.97 -0.55 -4.24
H 2.74 -0.20 5.77
H -4.53 -3.19 -2.42
H -0.33 -2.92 -4.68
H 2.08 -4.59 1.78
H 2.13 -2.00 4.15
H -2.75 1.46 -2.50
H 5.81 3.14 -1.81
H -0.81 4.23 -5.11
H -1.41 -4.47 0.23
H 1.97 2.75 2.77
H -0.46 2.16 2.87
H 3.10 -3.53 -5.43
H 2.33 -6.71 -0.62
H 4.86 -3.43 -2.07
H 4.87 -2.53 -0.56
H 1.94 3.90 -0.19
H -5.81 4.05 7.59
H -6.81 2.49 3.74
H 2.72 2.15 5.04
H -1.62 4.89 -1.07
H -7.37 3.88 5.68
H 5.62 -4.11 -0.65
H 2.20 -4.82 -4.65
H -0.07 -1.23 -4.31
H -1.85 -3.27 1.48
H 3.48 -0.09 -0.30
H 4.09 -6.73 -0.52
H 4.10 -1.53 -3.33
H 3.70 -4.26 -3.95
H 3.33 -3.37 1.82
H -3.72 -3.84 -0.29
H -3.35 -2.12 -0.03
H 1.33 2.99 -4.86
H 3.29 -6.31 -2.03
H 3.77 -5.07 1.85
H 1.40 0.97 -3.39
H 3.99 4.71 -1.24
H -3.38 -2.94 -3.70
H -2.03 4.02 3.10
H 5.54 0.74 -1.34
H -2.61 5.41 1.14
```

Calculated values
maximum force: 3.0 eV/A
electronic energy: -185321.270 eV
energy above the lowest of the compared OMol25 structures with the same formula, charge and spin: 21.9 kcal/mol
LUMO: 0.834 eV
net charge: -1
gap between HOMO and LUMO: 5.759 eV